The following is a quantum chemistry calculation of 3 unconnected molecules or ions with the total composition C3H12N2O2 at a distorted geometry, from the Open Molecules 2025 dataset.

* highest occupied orbital energy: -8.22 eV
* frontier orbital gap: 8.904 eV
* ΔE to the lowest compared entry with this formula, charge and spin: 50.0 kcal per mole
* spin multiplicity: 1

The geometry in XYZ format:
```
19
C3H12N2O2 ωB97M-V/def2-TZVPD
O 0.2036 -2.7551 2.1243
O 0.9864 3.1164 -1.9567
N 2.0812 -0.7189 0.2566
N -0.0330 -0.3414 -0.7470
C -1.1323 -0.3672 0.1981
C 1.2051 -0.1355 -0.6213
C -1.8441 0.9778 0.2236
H -0.4463 -3.4668 2.1810
H 0.2697 3.3978 -2.5514
H 0.2355 -2.6019 1.1663
H -2.3474 1.1454 -0.7280
H 1.7525 -1.3511 0.9613
H -1.1360 1.7725 0.4368
H -1.8435 -1.1241 -0.1427
H -2.6220 0.8996 0.9776
H -0.7740 -0.6144 1.1978
H 0.7432 2.1869 -1.8556
H 1.6662 0.7665 -1.0555
H 3.0353 -0.7865 -0.0653
```